1.
A structure of composition C35H25BrF6IrN3O3PS2Te in a non-equilibrium geometry, computed with the ωB97M-V functional and the def2-TZVPD basis.

Computed properties:
Total charge: 0
2S+1: 2
E_LUMO (spin up / spin down) (eV): -0.579 / -1.738
Orbital gap (spin up / spin down) (eV): 6.602 / 5.442
Relative energy (zero: lowest compared OMol25 entry of this formula, charge and spin) (kJ/mol): 295.7
E_HOMO (spin up / spin down) (hartree): -0.2639 / -0.2639

Element x y z (Å)
C 4.1827 2.4701 0.2594
C -3.9327 -0.2509 1.2134
C 1.8712 -2.7913 4.5259
O -2.1235 -0.5939 -1.9661
C -2.7437 -1.6708 -1.6294
H 4.4724 0.8406 -6.1836
Br -4.9452 0.8307 0.0513
H 1.9794 -3.3266 5.4606
H 0.8793 0.2111 3.2968
N -1.8422 2.6483 0.5483
Te -0.0907 1.0590 -3.1170
C -2.5916 4.1049 2.2537
F -3.0657 5.7324 -2.0035
C 1.2117 -1.6393 -0.7348
S -2.5832 2.4944 -1.9080
C 1.3930 -1.4868 4.5233
C -2.5458 3.3011 -0.3804
H 2.3419 -3.2176 1.2012
C 5.3718 0.3787 0.1535
C -2.4834 -1.7715 2.9149
F -4.9082 4.6409 -1.7155
C 1.6016 -2.2986 -3.0195
C 2.2154 -3.4072 3.3320
C -3.8530 -1.9931 2.8148
H 2.6556 -0.7162 -2.0286
Ir -1.3437 0.6945 -0.4941
F -3.9160 -3.5298 -2.5633
H 0.4066 -3.9293 -3.7381
C 1.2573 -0.8046 3.3242
C -3.2485 4.4692 -0.0267
C 2.9827 1.7813 0.3873
H 4.1853 3.5525 0.2490
H -1.8640 -2.3580 3.5831
H -0.3290 -2.7346 0.2976
H -1.2423 2.4338 2.4933
N -2.6217 -0.0272 1.2819
H 6.3075 2.3044 0.0238
H 5.2291 1.1312 -3.6880
C -0.0434 -3.4560 -1.6977
C -1.9239 -0.7864 2.1368
F -4.3770 -1.5722 -3.3592
S 2.1355 0.9363 -5.5002
C 3.0863 1.2083 -3.1495
N 0.2174 0.6279 0.7238
H -0.8695 -0.5711 2.1760
C -3.3942 -2.3406 -2.8658
C 3.8319 0.9482 -5.3228
C 1.8833 1.1368 -3.8043
C 1.8909 -1.4772 -1.9406
H -3.8608 5.7121 1.5950
H -2.6147 4.3764 3.2987
H 1.1269 -1.0021 5.4540
O -2.8626 -2.1927 -0.5442
C -4.5986 -1.2020 1.9531
H 3.1664 1.3479 -2.0821
C -1.8568 3.0234 1.8224
O -4.5023 -2.9330 3.5256
P 1.3708 -0.4300 0.5986
H 2.5910 -4.4224 3.3361
C 5.3731 1.7690 0.1348
C 2.0798 -2.7250 2.1296
H 2.0351 2.3001 0.4752
C 4.2005 1.1011 -4.0176
C 4.1777 -0.3106 0.2940
C 0.6359 -3.2886 -2.8965
H -3.8904 -3.3880 4.1156
H 4.1760 -1.3947 0.3142
C -3.2851 4.8464 1.2993
H -5.6638 -1.3475 1.8611
C 1.5950 -1.4208 2.1182
F -4.5013 6.3966 -0.5330
H 6.3031 -0.1656 0.0639
C 0.2323 -2.6247 -0.6228
H -0.8047 -4.2192 -1.6020
H 2.1183 -2.1533 -3.9598
C 2.9784 0.3908 0.3993
C -3.9338 5.3004 -1.0749
F -2.4931 -2.5296 -3.8451

2.
A structure of composition C35H25Cl3N5O5RuS, computed with the ωB97M-V functional and the def2-TZVPD basis.

Computed properties:
Total charge: +2
2S+1: 6
E_LUMO (spin up / spin down) (eV): -6.442 / -8.852
Orbital gap (spin up / spin down) (eV): 5.358 / 4.009
Relative energy (zero: lowest compared OMol25 entry of this formula, charge and spin) (kJ/mol): 53.1
E_HOMO (spin up / spin down) (hartree): -0.4336 / -0.4726

Element x y z (Å)
H -4.1656 7.7066 0.0426
C 0.0045 1.9178 2.3936
H -0.2929 -0.2963 -2.1121
H 1.4434 -4.1054 1.7067
H -3.1627 1.4344 3.0406
C 0.5923 1.8513 3.6829
Cl 4.7108 -6.7453 -4.8824
C 2.2347 2.4104 1.3697
C 0.8266 2.1801 1.2064
C 1.9084 -4.2764 -2.3473
N -1.3173 1.7623 2.2038
C 1.6409 -5.6147 -2.6281
C -5.4887 6.0291 -0.0111
H -0.2871 -2.7539 -3.0821
Cl 0.2187 -6.4030 -2.0092
H 2.8901 2.9643 -1.9420
N 0.2480 2.2001 0.0260
C -5.6403 4.6735 -0.0646
C -1.7844 -2.3513 -0.1199
C -0.3402 -3.1085 -2.0552
H 0.1341 1.5372 5.7808
H -2.3102 1.2724 5.3732
H 2.4276 2.0033 4.7891
Ru -1.7725 1.8651 -0.0535
C -0.8651 -0.7756 -1.3338
H -2.1093 6.2899 -0.0164
C 3.6396 -5.7932 -3.9215
O 0.8009 -3.9694 -0.1846
H -6.6336 4.2441 -0.0843
C 2.7754 2.3313 2.6325
N -6.6955 6.8841 0.0261
C 1.0024 2.4934 -1.1212
H 2.2687 -7.4161 -3.6061
O -2.0859 3.7414 -0.1022
C -4.2289 6.6276 0.0077
H 1.4141 -2.4448 1.0839
N -1.5130 -0.1573 -0.3465
H -2.0179 -3.3576 0.1807
C 1.6652 -3.4840 0.8406
O -3.7890 1.5858 -0.1484
S 5.4865 -3.0098 -0.3457
C 5.0867 -4.6594 -0.1169
H 1.5577 -2.4521 -1.3495
C -3.2074 4.4549 -0.0695
H 3.8380 2.4849 2.7680
C -2.1023 -1.1491 0.4193
C 2.9941 2.6919 0.1935
Cl 3.4622 -0.8680 0.0790
C 2.3411 2.7342 -1.0396
C 1.9563 2.0460 3.8170
C -2.1044 1.5439 3.2468
C 1.0373 -3.4094 -1.4664
C 2.4948 -6.3786 -3.4057
H -5.7123 2.0784 -0.1933
C 3.9118 -2.5408 0.1272
H -0.9582 -4.0018 -2.0281
H 4.8306 -4.0192 -4.0834
C 3.8109 -4.8218 0.3159
H 0.4413 2.5385 -2.0416
H -2.7083 -0.9262 1.2793
H 3.3041 -2.6882 -2.6736
C 3.1101 -3.5878 0.4686
O -7.7657 6.3150 0.0349
C -0.2799 1.6010 4.7822
H 4.0572 2.8689 0.2717
O -6.5154 8.0793 0.0840
C -4.6864 2.4509 -0.1480
C -3.0949 5.8465 -0.0228
H 5.8246 -5.4213 -0.3123
C -1.6191 1.4531 4.5626
N -1.0055 -2.0948 -1.2238
H 3.3620 -5.7860 0.5113
C -4.4920 3.8602 -0.0905
C 3.9332 -4.4617 -3.6748
C 3.0648 -3.7239 -2.8903

3.
A structure of composition C35H26AuN3O2P, computed with the ωB97M-V functional and the def2-TZVPD basis.

Computed properties:
Total charge: +1
2S+1: 3
E_LUMO (spin up / spin down) (eV): -2.461 / -5.021
Orbital gap (spin up / spin down) (eV): 6.483 / 5.739
Relative energy (zero: lowest compared OMol25 entry of this formula, charge and spin) (kJ/mol): 0.0
E_HOMO (spin up / spin down) (hartree): -0.3287 / -0.3954

Element x y z (Å)
C -1.5239 -1.4662 -1.2775
C 2.7362 -1.0799 2.6842
H 4.8029 -0.0911 -1.1062
C 2.7292 2.8874 -3.7074
H -3.3807 -2.7077 -3.8573
C -1.9692 -0.9616 2.9696
C -4.3835 -0.6803 2.9581
H -1.0663 -1.6398 5.9322
H 3.4666 2.3804 -5.6577
H -0.3732 1.6383 1.4386
H -1.9597 5.2696 -1.5093
H -1.2462 -3.2879 1.5968
H -5.3556 -0.9241 4.8621
H -2.3251 5.4045 0.9312
C 1.8943 2.5179 -2.6668
C -2.5277 -3.6915 -1.5072
H 3.3103 3.7970 -3.6331
O -0.8234 -0.7521 0.8480
H 7.2922 -1.2632 2.1819
H 2.7184 -1.3661 3.7260
H -2.2887 -5.0118 0.1404
C 3.9272 -0.9414 1.9639
H -1.4743 1.0897 -3.5217
H -3.1439 -0.4823 1.2406
C -1.7291 0.1407 -3.0649
C 6.1991 -0.6627 0.4142
C -1.3799 3.5226 1.3333
C 1.1224 1.3561 -2.7597
C -2.5805 -0.7392 -3.7664
C -2.0191 -1.2100 4.3426
C -2.7888 -1.9988 -3.2913
C -3.1693 -0.6960 2.3007
C -3.2416 -1.1918 5.0060
C -1.2475 -1.8121 0.0695
Au 1.9417 -0.0511 -0.0639
O -0.8648 -1.4765 5.0031
C 2.8164 2.0910 -4.8429
C -1.4772 -3.0579 0.5647
N 0.4387 -0.9678 2.7344
C -0.7348 2.4230 0.7887
C -1.1614 -0.2165 -1.8692
C 6.3169 -1.0639 1.7583
H 1.8328 3.1422 -1.7828
H -3.2611 -1.3861 6.0729
H -5.2932 -0.4728 2.4127
C -0.9780 3.3705 -1.4147
C 5.1964 -1.2018 2.5261
C 4.9489 -0.4120 -0.0831
C -2.2714 -2.3982 -2.0329
N 3.8337 -0.5397 0.6628
H 2.1405 0.2991 -5.8110
P 0.2030 0.8373 -1.2764
H 7.0642 -0.5469 -0.2212
C 1.2264 0.5536 -3.8928
C 2.0701 0.9246 -4.9310
C -0.7183 -0.9287 2.2086
H -3.0154 -0.4274 -4.7064
C -1.6209 4.4694 -0.8650
C -1.8255 4.5439 0.5060
C -2.1023 -4.0235 -0.2574
N 1.5558 -0.8676 2.0689
H 0.6561 -0.3634 -3.9729
C -0.5400 2.3374 -0.5894
C -4.4164 -0.9326 4.3248
H 5.2564 -1.5119 3.5603
H -0.8152 3.3260 -2.4848
H -1.5273 3.5841 2.4035
H -3.0763 -4.4021 -2.1116

4.
A structure of composition C35H26BrCl4GaN3O7 in a non-equilibrium geometry, computed with the ωB97M-V functional and the def2-TZVPD basis.

Computed properties:
Total charge: -1
E_LUMO (eV): 2.064
Orbital gap (eV): 6.183
Relative energy (zero: lowest compared OMol25 entry of this formula, charge and spin) (kJ/mol): 80.0
E_HOMO (hartree): -0.1514

Element x y z (Å)
C 0.4847 -2.6626 0.9563
C -2.6989 -0.7942 -1.5107
C 0.9385 -4.9813 1.6847
O 2.5868 -0.8399 2.5807
H -2.5816 0.1275 -2.0638
H 4.5287 3.2379 -3.3580
H 2.5895 -5.4755 0.4390
H -2.2497 -4.0574 4.4678
C -0.1231 4.7411 0.9440
C -3.8823 -1.5018 -1.5827
C -0.1395 -5.4871 2.4380
H 0.0961 -8.7454 1.5667
C 1.4518 -7.2190 0.9403
C 3.4583 3.2182 -3.4860
Br 3.8589 5.4683 -5.1871
C 4.5265 -1.9036 -0.9311
O 1.1985 1.3969 0.3151
H -3.1919 -5.5938 -0.9605
H -1.2855 -7.2332 2.9199
C 4.6223 -1.0554 1.3042
H 2.2170 -3.3741 1.6525
Cl -2.5090 5.6409 1.8345
C 1.3192 2.2407 -3.0103
H -2.7292 -5.3293 3.3150
C 2.6982 2.2549 -2.8527
H -4.9609 -3.2301 -0.9337
N 1.2290 -3.6024 1.6520
Cl 2.3129 4.1500 -0.0799
H 2.0805 -7.8872 0.3699
H -4.7040 -1.1453 -2.1886
C -1.8123 -2.3831 0.0283
C 3.1487 -1.9946 -0.8348
C 1.4455 4.1760 -4.4265
C 3.2386 -1.1366 1.4113
H 5.1870 -0.6963 2.1515
H -1.6648 -5.7242 4.7031
C 0.7675 3.7300 0.5748
H -1.1802 -3.6219 1.4952
H 3.1626 1.5300 -2.2021
H 2.3540 0.5096 4.0554
N -0.8301 -2.8976 0.8850
O -0.8027 -4.5748 3.2012
C -4.0325 -2.6799 -0.8665
C 0.6946 3.2151 -3.7764
C 0.3454 -7.6964 1.6154
H -3.5148 -6.2687 0.6623
C 2.8196 4.1558 -4.2758
H 5.0323 -2.1955 -1.8417
H 3.8321 0.7574 3.0896
H 2.2448 1.1805 2.4004
H -4.7431 -5.2690 -0.1435
Ga -0.0666 -0.0284 -0.2778
C -1.9223 -4.9638 3.9576
C 2.7747 0.4815 3.0513
C -1.7555 3.0677 1.4897
O -3.0691 -4.3178 0.6691
C 0.5291 1.2244 -2.2593
H 0.9683 4.9333 -5.0304
C 5.2666 -1.4333 0.1404
H 6.3435 -1.3674 0.0688
C -3.6663 -5.4073 0.0115
H -0.3812 3.2202 -3.8475
C -2.9974 -3.1312 -0.0674
N 1.0812 -1.6633 0.3798
O -1.1774 0.7811 1.1775
C -0.8815 2.0488 1.1487
C -1.6423 -1.2231 -0.7139
Cl -3.3542 2.6456 1.9839
O -0.5845 1.5483 -1.8056
C 0.4228 2.3942 0.6695
C 1.7385 -5.8658 0.9762
C -1.3854 4.4090 1.3952
O 1.0510 0.0987 -2.0555
Cl 0.3486 6.3928 0.8417
C -0.4398 -6.8409 2.3745
H 2.5522 -2.3511 -1.6601
C 2.4856 -1.6049 0.3251

5.
A structure of composition C35H26BrF5N2O4OsS2, computed with the ωB97M-V functional and the def2-TZVPD basis.

Computed properties:
Total charge: 0
2S+1: 5
E_LUMO (spin up / spin down) (eV): -0.656 / -2.377
Orbital gap (spin up / spin down) (eV): 7.542 / 6.073
Relative energy (zero: lowest compared OMol25 entry of this formula, charge and spin) (kJ/mol): 0.0
E_HOMO (spin up / spin down) (hartree): -0.3013 / -0.3105

Element x y z (Å)
C 2.4014 0.7780 -0.6337
O 1.9106 0.7330 2.5200
H 2.7185 3.4365 0.0304
H 4.7511 0.1021 -1.8041
F 1.8110 -3.9111 -6.1344
C -3.7726 4.1377 2.8438
C -3.5137 -4.0801 1.9159
C -2.6198 -3.7120 4.2038
H -3.3263 2.3102 4.8081
H 3.6530 2.3650 1.0678
C -0.7526 -2.1822 4.4551
C -1.4930 1.4101 4.1736
H -1.6968 -3.2399 6.0580
C 4.8027 0.8843 -1.0480
H -4.4732 3.7417 2.1070
H -0.2295 -0.2877 -2.7283
H 2.2592 2.8526 -2.3483
C -1.7037 -3.0698 4.9904
C -1.0882 2.9720 -2.5467
O -2.7415 1.8141 -0.6016
C 3.5913 2.7858 0.0703
C 1.4866 0.0330 -0.2916
H -2.3810 -2.6563 -0.9200
C 2.5296 -3.8610 -2.5829
C -1.0106 1.6282 -2.1914
C 0.5057 -3.1527 -4.3182
C 0.3325 1.2018 -4.1441
H 3.1642 1.5600 -3.1438
C 0.3734 -2.9594 -2.9519
S 1.2610 -3.1023 -0.3030
C -0.2907 0.7540 -2.9927
C -1.5856 3.1995 2.0549
H -3.4462 5.1150 2.4917
O 1.0326 -0.1331 4.6523
H -4.2563 -4.7623 2.3042
N -1.5881 -2.3625 0.9368
C -2.6019 -3.4824 2.8094
C 2.6846 -4.0751 -3.9437
H 0.8739 0.5174 -4.7795
H -0.4914 4.4846 -3.9459
N 0.1848 -1.0595 2.4417
F -0.7963 -2.4506 -2.5061
C -0.5344 2.3065 2.1495
H 0.2615 2.2953 1.4162
C -2.5453 2.3056 4.0585
C 3.2055 2.3144 -2.3606
Br 1.1602 3.1720 -6.0126
S 0.8098 0.2284 3.2794
H -1.6273 3.8908 1.2249
C -2.6099 3.2029 2.9977
F 3.5330 -4.2142 -1.7794
C 1.6700 -3.7141 -4.8230
C -3.4563 -3.7889 0.5820
H 5.0118 0.4215 -0.0861
C -2.4618 -2.9135 0.1278
C 1.3701 -3.2899 -2.0438
Os 0.0478 -1.1200 0.2692
H -3.3494 -4.3914 4.6209
C -1.6431 -2.5999 2.2717
C 0.2606 2.5455 -4.4678
H -1.6729 3.6410 -1.9327
H -0.0445 -1.7086 5.1165
H 4.4813 3.3851 -0.1259
H -1.4339 0.7262 5.0069
C -0.4416 3.4410 -3.6755
C -0.4994 1.4116 3.2086
F 3.8064 -4.6197 -4.4150
F -0.4884 -2.8132 -5.1420
C 3.4927 1.6828 -0.9951
H 5.6242 1.5558 -1.2987
H -4.3056 4.2686 3.7835
C -0.7050 -1.9151 3.1013
H -4.1473 -4.2184 -0.1253
H 4.0029 3.0175 -2.6011
O -1.4538 0.0380 -0.4172
C -1.7865 1.1794 -0.9876

6.
A cluster of 2 separate species, C35H26F4NO2S in total in a non-equilibrium geometry, computed with the ωB97M-V functional and the def2-TZVPD basis.

Computed properties:
Total charge: +1
E_LUMO (eV): -5.670
Orbital gap (eV): 5.142
Relative energy (zero: lowest compared OMol25 entry of this formula, charge and spin) (kJ/mol): 39.7
E_HOMO (hartree): -0.3973

Element x y z (Å)
C 0.1538 -1.1984 -2.6310
C 1.1542 -2.1933 -2.9001
C -0.6875 2.4574 0.9337
C -2.1004 -3.2740 1.5157
H -1.1617 -3.7386 1.1969
H -5.4001 -1.5307 2.6101
H 5.0439 1.8446 -1.1980
C 4.4486 0.5710 2.4190
C -4.0342 0.4740 -3.3014
C -1.8237 3.2371 0.6937
H 0.8946 -3.2497 -2.7912
C -4.6679 -1.8116 -3.2918
C -0.2244 -0.6166 1.0200
H 4.2922 0.1886 3.4294
C -2.7297 3.4861 1.7375
H -3.6874 -0.2517 1.2943
H 6.8191 3.1911 -0.4809
O 2.2043 -1.9998 0.4594
H -5.0654 -3.9736 3.0430
C -2.3192 -1.9207 1.1975
H -1.1144 -2.3393 -1.3461
H -1.9880 3.6534 -0.3022
H -3.1404 -3.2506 -2.7577
H 1.6744 1.6828 2.2611
H 5.9932 1.9629 2.9914
C -3.4045 -2.1960 -2.8673
C -3.5287 -1.3013 1.5675
H 6.5468 3.9619 1.0917
C -4.2708 -3.3799 2.5800
C -5.0474 -0.4735 -3.4511
H -0.2270 0.9478 -2.6918
F 2.1643 1.8145 -3.2414
H -2.8493 -5.0187 2.5292
H 3.7935 -0.1832 -3.7876
C 3.6764 0.0705 1.3575
C -1.2448 -1.1868 0.5611
C 2.7827 -0.4654 -3.5099
C -2.7398 0.1554 -2.9139
C -3.0484 -3.9839 2.2473
N 0.8507 0.0001 1.4091
C 6.7312 3.0015 0.5938
C 3.9238 0.5100 0.0555
H -3.6258 4.0896 1.5526
S 2.3900 -1.1455 1.6021
H 3.3645 0.0700 -0.7689
F -5.6018 -2.7870 -3.5792
H -3.1749 3.1829 3.8366
C -2.4759 2.9795 3.0199
C -1.1226 -1.5609 -2.1045
C 0.7657 1.0877 2.4119
C -0.4564 1.9339 2.2025
C -4.4781 -2.0212 2.2934
H 0.0365 2.2713 0.1386
H 7.7080 2.6482 0.9477
C 1.7952 0.4820 -3.2382
C 5.6551 1.9977 0.8669
C -2.4012 -1.1961 -2.6293
C 4.8851 1.4871 -0.1802
O 2.3850 -1.6486 2.9514
H 0.8209 0.6641 3.4278
H -1.0724 1.8830 4.2653
C 5.4134 1.5472 2.1668
H -2.0017 0.9424 -2.8016
F 3.3721 -2.7705 -3.5467
C 0.5004 0.1598 -2.8646
C 2.4108 -1.8050 -3.3331
F -4.3452 1.7982 -3.5378
C -1.3199 2.2289 3.2612
H -6.0688 -0.1923 -3.6929

Look up the total charge of the fifth one.
0

What is the total charge in the third record?
+1

Which of these has the highest relative energy (zero: lowest compared OMol25 entry of this formula, charge and spin)?
C35H25BrF6IrN3O3PS2Te